(1)
ORCA calculation (ωB97M-V with the def2-TZVPD basis set) on a molecular structure, C20H22N2O6PSTaTe in a non-equilibrium geometry.

Structure (XYZ):
```
54
Properties=species:S:1:pos:R:3:forces:R:3:mulliken_charge:R:1
Ta 0.46153 -0.01926 0.28189 2.35 -1.95 -4.45 1.1350
O 1.24201 1.39744 -0.47270 -0.60 1.22 0.21 -0.0063
C 2.20098 1.89586 -1.25533 2.03 0.63 -1.30 0.6135
C 2.12609 3.19185 -1.76241 -0.28 -0.41 0.35 -0.7165
C 3.13393 3.67734 -2.57515 0.00 -0.20 0.08 -0.7288
C 4.23574 2.88351 -2.86757 0.01 0.00 0.01 -0.8157
C 4.33540 1.60661 -2.34782 -0.37 -0.03 0.14 -1.0296
C 3.31919 1.07313 -1.54472 -0.43 0.75 -0.06 1.0486
C 3.40476 -0.26364 -0.99822 -0.25 0.10 0.15 0.5009
N 2.45258 -0.90675 -0.29411 -0.32 0.48 0.46 -0.0047
C 2.96953 -2.13703 0.03432 0.34 -0.43 0.08 -0.5456
C 4.23025 -2.23614 -0.46603 -0.47 -0.44 0.34 -0.6078
N 4.47993 -1.06372 -1.10473 -0.16 0.41 -0.16 -0.0456
H 1.27093 3.80047 -1.50953 -0.08 0.05 -0.02 0.4884
H 3.05915 4.67523 -2.97715 0.00 0.08 -0.03 0.4573
H 5.01676 3.26824 -3.50538 0.08 -0.01 -0.01 0.4359
H 5.20581 1.01440 -2.58030 0.11 -0.04 -0.10 0.3952
H 2.41302 -2.86530 0.59473 -0.02 -0.07 0.06 0.4722
H 4.94741 -3.02901 -0.41416 0.11 -0.17 0.00 0.4486
H 5.33523 -0.83456 -1.59207 -0.12 -0.01 0.09 0.1733
O -4.90944 -5.52307 -2.62293 -0.58 -0.29 0.07 -0.4434
C -3.58837 -5.57865 -2.76799 0.58 0.39 0.08 0.5185
O -3.00511 -6.58849 -3.02752 -0.25 -0.04 -0.06 -0.4904
C -2.81862 -4.29572 -2.55799 0.10 0.03 0.06 0.3235
C -1.71494 -4.07770 -3.37824 -0.11 -0.09 0.08 -0.8442
C -0.91718 -2.96641 -3.20043 -0.04 0.16 0.15 -0.6031
C -1.19910 -2.09650 -2.14766 0.00 0.18 0.09 0.9011
S -0.19121 -0.63739 -2.00207 0.00 -0.01 1.58 -0.3096
C -2.28148 -2.31700 -1.30160 -0.02 0.12 0.02 -0.4856
C -3.10469 -3.40645 -1.52537 0.06 -0.17 -0.13 -0.7566
H -5.26939 -4.63533 -2.49794 0.25 -0.02 -0.07 0.3400
H -1.49699 -4.80180 -4.14615 0.05 -0.06 -0.14 0.4527
H -0.08792 -2.76348 -3.86062 0.07 -0.04 -0.07 0.4645
H -2.49856 -1.63187 -0.49032 0.00 -0.03 -0.07 0.4464
H -3.94582 -3.58092 -0.87121 -0.09 -0.01 0.09 0.4339
C -2.64061 3.66137 2.25333 0.18 -0.34 -0.16 -1.0882
C -1.21226 3.34108 1.87005 0.12 0.79 0.04 -0.1911
O -1.03869 1.95762 1.44109 -0.26 -1.37 0.45 -0.3081
P -0.91598 0.68129 2.41803 -0.41 1.68 1.96 0.7264
O -1.09142 -0.41206 1.35952 -1.85 -0.90 -0.28 -0.2599
Te 1.40880 0.30617 2.89984 0.00 0.06 0.60 -0.1518
O -2.04138 0.67894 3.47549 0.41 0.04 -0.94 -0.3559
C -1.88401 0.78188 4.91912 -0.02 0.06 1.09 -0.2186
C -1.31668 2.11419 5.35981 -0.06 -0.18 -0.22 -0.9238
H -2.68729 4.71695 2.50341 -0.03 0.13 0.07 0.3951
H -2.96624 3.07843 3.10915 -0.09 0.04 0.03 0.2193
H -3.31978 3.47540 1.42595 -0.04 0.00 -0.08 0.3533
H -0.51407 3.53989 2.68916 0.00 -0.05 -0.11 0.3067
H -0.91283 3.92572 0.99742 0.06 -0.11 0.17 0.2994
H -1.24627 -0.03502 5.26547 -0.17 -0.06 -0.17 0.3716
H -2.89975 0.63572 5.29101 0.20 -0.06 -0.06 0.2980
H -0.26963 2.21884 5.06769 -0.01 0.06 0.02 0.2626
H -1.36758 2.16275 6.44527 0.04 -0.01 0.07 0.3976
H -1.89573 2.94293 4.96368 -0.03 0.10 0.02 0.2515
```
Positions in Å, forces in eV/Å.

Values from the calculation:
Electronic energy ... -2400.48745 Ha
Maximum force ... 5.40 eV/A
HOMO (spin up / spin down) ... -13.976 / -13.976 eV
HOMO-LUMO gap (spin up / spin down) ... 6.0069 / 6.0087 eV
2S+1 ... 1
Charge ... +2

***

(2)
ORCA calculation (ωB97M-V with the def2-TZVPD basis set) on 2 unconnected molecules or ions with the total composition C2H8IN2 in a non-equilibrium geometry.

Structure (XYZ):
```
13
Properties=species:S:1:pos:R:3:forces:R:3:mulliken_charge:R:1
C -1.20398 0.14421 -0.18541 -2.49 0.25 4.08 -1.0776
C 0.00860 -0.01936 0.62905 0.10 -0.22 0.37 0.7824
N 0.58157 1.08711 1.06859 0.13 -0.75 0.46 -0.3333
N 0.44135 -1.19771 0.99865 3.82 1.76 2.60 -0.3527
I 1.65063 0.32466 -2.39994 1.42 -0.83 0.54 -0.0515
H -2.10525 -0.29663 0.47874 1.94 0.73 -1.58 0.3496
H -1.22455 -0.26662 -1.13104 0.15 -0.83 -1.89 0.3420
H -1.36972 1.20877 -0.12337 -0.54 0.25 -0.90 0.3304
H 1.29028 1.06953 1.80333 -0.29 0.23 -0.49 0.2197
H 0.12612 1.94373 0.81759 0.35 0.41 0.10 0.2117
H -0.00970 -2.03711 0.88180 -1.49 -1.97 -0.81 0.2157
H 0.48711 1.07356 -3.06542 -1.27 0.85 -0.78 0.1179
H 1.26417 -1.25825 1.69560 -1.83 0.12 -1.70 0.2457
```
Positions in Å, forces in eV/Å.

Values from the calculation:
Electronic energy ... -487.96291 Ha
Maximum force ... 4.94 eV/A
HOMO ... -13.467 eV
HOMO-LUMO gap ... 9.8645 eV
2S+1 ... 1
Charge ... +1
ΔE to the lowest compared entry with this formula, charge and spin ... 0.0 kcal per mole

***

(3)
ORCA calculation (ωB97M-V with the def2-TZVPD basis set) on 2 unconnected molecules or ions with the total composition C3H7N3S in a non-equilibrium geometry.

Structure (XYZ):
```
14
Properties=species:S:1:pos:R:3:forces:R:3:mulliken_charge:R:1
C -1.41290 0.01787 0.16408 -4.11 3.61 -2.35 0.8087
C -0.31759 0.79551 0.15751 -0.27 6.45 -2.42 -0.5583
C 1.00535 0.51994 -0.03516 0.61 -4.40 1.79 0.4183
H -2.22550 -1.85110 -0.00830 1.94 1.42 1.09 0.2643
H -0.48880 -1.62764 0.31675 1.08 -0.84 -0.07 0.1105
H -2.70176 1.77393 -0.49195 0.35 -2.15 0.72 0.2130
H -3.56047 0.22819 -0.15412 0.80 0.76 -0.07 0.1886
H -0.51305 1.90829 -0.35980 0.18 -2.54 2.05 0.0019
H 2.01882 2.52736 1.13096 -0.81 -2.78 -3.38 0.2431
H 3.02539 1.06808 0.54146 -4.08 0.11 -3.00 0.3632
N -1.41530 -1.25963 0.38812 -3.89 -2.50 -0.54 -0.3168
N -2.67712 0.74086 -0.27686 1.83 -1.72 0.98 -0.4715
N 2.02634 1.36580 -0.05976 5.52 4.63 5.39 -0.7488
S 1.45367 -1.12226 -0.19088 0.85 -0.04 -0.20 -0.5163
```
Positions in Å, forces in eV/Å.

Values from the calculation:
Electronic energy ... -680.77955 Ha
Maximum force ... 9.00 eV/A
HOMO ... -7.938 eV
HOMO-LUMO gap ... 7.1632 eV
2S+1 ... 1
Charge ... 0
ΔE to the lowest compared entry with this formula, charge and spin ... 127.2 kcal per mole

***

(4)
ORCA calculation (ωB97M-V with the def2-TZVPD basis set) on 2 unconnected molecules or ions with the total composition C3HCl2FO2 in a non-equilibrium geometry.

Structure (XYZ):
```
9
Properties=species:S:1:pos:R:3:forces:R:3:mulliken_charge:R:1
O 0.66515 -1.59881 1.52921 -1.08 0.57 -0.90 -0.3035
C 0.00145 -1.35221 0.60164 1.32 -0.92 0.12 0.6319
C -0.59628 -1.11700 -0.55901 -0.63 -0.26 0.25 -0.0707
Cl -2.04857 -0.17705 -0.53243 -0.04 -0.08 -0.07 -0.1145
Cl -0.23802 -2.00184 -2.01002 0.16 0.27 0.61 -0.1482
O 1.79997 1.66185 0.31392 -2.58 0.02 -0.03 -0.4412
C 0.60431 1.56827 0.17903 3.19 0.18 0.74 0.2172
F -0.27382 1.77913 1.15976 0.13 0.22 0.38 -0.1851
H 0.08581 1.23765 -0.68210 -0.47 0.01 -1.09 0.4140
```
Positions in Å, forces in eV/Å.

Values from the calculation:
Structure (SMILES) ... O=C=C(Cl)Cl.O=CF
Electronic energy ... -1285.58453 Ha
Maximum force ... 3.28 eV/A
HOMO ... -9.554 eV
HOMO-LUMO gap ... 8.7302 eV
2S+1 ... 1
Charge ... 0
ΔE to the lowest compared entry with this formula, charge and spin ... 0.0 kcal per mole

***

M list, top to bottom, in g/mol: 757.99; 187.00; 117.18; 158.94